(1)
A cluster of 2 separate species, CH5S2 in total, computed with ωB97M-V with the def2-TZVPD basis set.

Element x y z (Å)
S 0.736 -1.229 0.384
S -1.622 0.946 -0.722
C 1.777 0.234 0.500
H -2.619 0.750 0.168
H 2.663 0.124 -0.133
H 1.243 1.125 0.151
H 2.136 0.439 1.513
H -0.782 -0.120 -0.188

Values from the calculation:
Gap between HOMO and LUMO (eV): 6.6
Total charge: -1
Relative energy (zero: lowest compared OMol25 entry of this formula, charge and spin) (kJ/mol): 16.3
Electronic energy (a.u.): -837.49650
HOMO (eV): -2.8013



(2)
A cluster of 2 separate species, CH3FO2S in total, computed with ωB97M-V with the def2-TZVPD basis set.

Element x y z (Å)
S 0.104 0.079 0.935
F 0.132 1.170 -1.422
O -0.857 0.857 1.657
O 0.406 -1.240 1.377
C -0.368 0.108 -0.810
H -1.388 -0.121 -1.087
H 1.296 0.811 0.893
H 0.675 -1.663 -1.542

Values from the calculation:
Gap between HOMO and LUMO (spin up / spin down) (eV): 9.8 / 9.3
Total charge: 0
Relative energy (zero: lowest compared OMol25 entry of this formula, charge and spin) (kJ/mol): 473.4
Electronic energy (a.u.): -688.22653
HOMO (spin up / spin down) (eV): -10.8733 / -10.1836



(3)
A structure of composition C3H4N4O, computed with ωB97M-V with the def2-TZVPD basis set.

Element x y z (Å)
O -1.552 1.030 -1.916
N -0.142 -0.688 1.108
N 0.597 -0.434 -1.093
N 2.204 -1.159 0.695
N 1.841 -1.016 -0.617
C 1.051 -1.092 1.482
C -0.384 -0.321 -0.117
C -1.334 0.797 -0.417
H 1.482 -1.091 2.594
H -2.635 0.768 -0.167
H -0.321 1.324 -1.842
H -0.809 1.881 0.290

Values from the calculation:
Gap between HOMO and LUMO (eV): 8.9
Total charge: 0
Relative energy (zero: lowest compared OMol25 entry of this formula, charge and spin) (kJ/mol): 761.5
Electronic energy (a.u.): -410.71323
HOMO (eV): -10.1740



(4)
A cluster of 5 separate species, CH11O5 in total, computed with ωB97M-V with the def2-TZVPD basis set.

Element x y z (Å)
O -0.431 -0.606 1.015
O 1.549 0.262 3.005
O 0.299 -0.027 -1.474
O -0.144 2.294 0.728
O 0.323 -1.119 -4.139
C -1.786 -0.973 1.166
H -2.378 -0.037 0.912
H 1.159 -1.482 -4.445
H -0.103 2.435 -0.227
H -2.058 -1.802 0.451
H -0.155 -0.202 -0.515
H 1.331 0.925 2.325
H -1.975 -1.237 2.221
H 0.848 -0.446 3.045
H 0.928 0.788 -1.376
H -0.190 1.269 0.760
H 0.538 -0.803 -3.222

Values from the calculation:
Gap between HOMO and LUMO (eV): 7.9
Total charge: -1
Relative energy (zero: lowest compared OMol25 entry of this formula, charge and spin) (kJ/mol): 93.0
Electronic energy (a.u.): -420.91537
HOMO (eV): -4.1666



(5)
An isolated molecule of C4H6ClN, computed with ωB97M-V with the def2-TZVPD basis set.

Element x y z (Å)
Cl -3.395 -0.619 0.216
N 2.304 0.098 0.502
C -2.267 0.695 -0.158
C 1.502 -0.852 -0.216
C -0.861 0.228 -0.278
C 0.151 -0.432 -0.385
H 2.135 1.038 0.037
H -2.299 1.363 0.714
H -2.606 1.220 -1.042
H 1.989 -1.130 -1.175
H 1.526 -1.757 0.385
H 1.822 0.148 1.398

Values from the calculation:
Gap between HOMO and LUMO (eV): 10.5
Total charge: 0
Relative energy (zero: lowest compared OMol25 entry of this formula, charge and spin) (kJ/mol): 173.9
Electronic energy (a.u.): -670.88235
Structure (SMILES): NCC#CCCl
HOMO (eV): -9.6514



(6)
An isolated molecule of C5H5NO, computed with ωB97M-V with the def2-TZVPD basis set.

Element x y z (Å)
O -1.359 -1.695 1.335
N 0.497 -1.525 -2.716
C -0.645 0.396 0.209
C 0.374 -0.650 -1.969
C -0.930 -0.579 1.308
C 0.188 0.465 -1.053
C 0.856 0.389 0.308
H -0.446 -0.066 2.198
H -1.071 1.374 0.435
H 0.088 1.414 -1.582
H 1.192 1.089 1.065
H 1.258 -0.613 0.463

Values from the calculation:
Gap between HOMO and LUMO (eV): 10.9
Total charge: 0
Relative energy (zero: lowest compared OMol25 entry of this formula, charge and spin) (kJ/mol): 276.0
Electronic energy (a.u.): -323.41454
Structure (SMILES): N#C[C@@H]1C[C@@H]1C=O
HOMO (eV): -10.3431